Formula: C25H36N4O20
Source: OMol25
Level of theory: ωB97M-V with the def2-TZVPD basis set

- HOMO: -0.294 Ha
- Total charge: 0
- Electronic energy: -73412.939 eV
- HOMO-LUMO gap: 7.827 eV

Cartesian coordinates (Å):
C -3.016 1.854 -0.210
N -2.640 3.200 0.320
C -3.521 3.386 1.552
C -1.199 3.234 0.733
O -0.785 4.377 1.119
C -0.307 1.902 0.725
N 1.168 2.141 0.926
C 1.973 3.168 0.158
O 2.550 2.873 -0.958
O 2.179 4.470 0.630
C 1.823 1.420 1.818
N 3.277 1.433 2.176
C 3.607 -0.046 1.944
C 2.209 -0.806 2.325
C 2.253 -2.028 3.366
C 0.774 -2.570 3.765
O 0.493 -3.814 3.760
O -0.294 -1.701 4.192
N 1.319 0.356 2.761
H -4.075 1.795 -0.640
H -2.301 1.532 -1.078
H -2.898 1.012 0.588
H -4.593 3.118 1.198
H -3.244 2.636 2.381
H -3.528 4.478 1.888
H -0.759 1.202 1.529
H -0.381 1.299 -0.265
H 3.909 1.850 1.471
H 3.560 -0.114 0.784
H 4.577 -0.461 2.389
H 1.617 -1.175 1.399
H 2.752 -1.665 4.331
H 2.814 -2.921 2.887
H -0.618 -1.160 3.420
H 1.748 0.657 3.668
C -0.535 -0.543 -4.479
C -1.273 0.631 -3.912
O -1.901 0.089 -2.758
C -1.176 -1.003 -2.385
O -1.331 -1.597 -1.353
O -0.254 -1.330 -3.329
H 0.386 -0.252 -4.984
H -1.148 -1.131 -5.168
H -0.602 1.438 -3.604
H -2.014 1.031 -4.606
C 2.042 -1.362 -9.251
C 1.304 -0.184 -8.691
O 0.673 -0.721 -7.537
C 1.395 -1.812 -7.157
O 1.236 -2.403 -6.125
O 2.319 -2.145 -8.099
H 2.965 -1.074 -9.756
H 1.429 -1.951 -9.940
H 1.976 0.623 -8.384
H 0.566 0.215 -9.388
C -2.430 -5.692 5.464
C -1.447 -6.013 4.381
O -1.663 -7.399 4.151
C -2.930 -7.680 4.564
O -3.494 -8.719 4.360
O -3.474 -6.628 5.237
H -2.804 -4.669 5.397
H -2.020 -5.855 6.465
H -1.648 -5.465 3.456
H -0.417 -5.826 4.686
C 7.769 -3.267 0.533
C 6.931 -2.401 -0.356
O 5.788 -2.133 0.443
C 6.163 -2.285 1.741
O 5.485 -1.970 2.684
O 7.402 -2.836 1.837
H 8.838 -3.128 0.364
H 7.528 -4.329 0.432
H 7.421 -1.455 -0.602
H 6.649 -2.905 -1.282
C -6.267 7.883 1.059
C -6.857 6.874 0.121
O -6.362 5.642 0.623
C -6.064 5.835 1.938
O -5.781 4.957 2.703
O -6.131 7.154 2.270
H -6.914 8.751 1.199
H -5.279 8.225 0.739
H -7.951 6.857 0.159
H -6.540 7.029 -0.911